{"formula": "C41H88NO12", "method": "the ωB97M-V functional and the def2-TZVPD basis", "lumo_energy_ha": 0.07636, "energy_ha": -2571.866860, "de_lowest_ev": 5.4793, "charge": -1, "homo_ev": -2.28, "orbital_gap_ha": 0.160, "fmax_ev_per_a": 8.09, "species": ["C", "C", "C", "C", "C", "C", "C", "C", "C", "C", "C", "C", "C", "O", "C", "C", "C", "C", "C", "N", "C", "C", "C", "O", "H", "H", "H", "H", "H", "H", "H", "H", "H", "H", "H", "H", "H", "H", "H", "H", "H", "H", "H", "H", "H", "H", "H", "H", "H", "H", "H", "H", "H", "H", "H", "H", "H", "H", "H", "H", "H", "H", "C", "O", "C", "C", "O", "C", "H", "H", "H", "H", "H", "H", "H", "H", "H", "H", "C", "O", "C", "C", "O", "C", "H", "H", "H", "H", "H", "H", "H", "H", "H", "H", "C", "O", "C", "C", "O", "C", "H", "H", "H", "H", "H", "H", "H", "H", "H", "H", "C", "O", "C", "C", "O", "C", "H", "H", "H", "H", "H", "H", "H", "H", "H", "H", "C", "O", "C", "C", "O", "C", "H", "H", "H", "H", "H", "H", "H", "H", "H", "H"], "positions_angstrom": [[-0.72, 2.71, 3.27], [-1.40, 2.90, 2.03], [-2.18, 2.81, 0.56], [-3.45, 1.77, 0.67], [-4.25, 1.81, 2.10], [-3.73, 0.72, 3.22], [-4.44, -0.75, 3.13], [-4.76, -1.29, 1.61], [-5.18, -2.90, 1.69], [-3.91, -3.76, 1.01], [-2.59, -3.50, 1.97], [-1.32, -4.48, 1.60], [-0.14, -4.15, 2.74], [0.52, -2.90, 2.32], [1.00, -2.13, 3.51], [-1.01, 2.27, -0.46], [-1.55, 1.79, -1.94], [-0.74, 0.46, -2.44], [-0.90, -0.86, -1.47], [-0.15, -2.00, -2.14], [1.15, -2.32, -1.44], [-1.02, -3.23, -2.34], [-2.55, -3.22, -2.98], [-0.53, -4.46, -2.01], [0.11, 2.34, 4.04], [-3.06, 0.72, 0.35], [-4.24, 2.11, -0.15], [-5.40, 1.63, 1.88], [-4.15, 2.91, 2.53], [-2.56, 0.59, 3.25], [-4.03, 1.17, 4.28], [-3.68, -1.52, 3.64], [-5.41, -0.79, 3.82], [-3.84, -1.25, 0.88], [-5.67, -0.64, 1.21], [-6.10, -3.06, 0.95], [-5.40, -3.27, 2.78], [-3.67, -3.28, -0.04], [-4.18, -4.89, 0.85], [-2.19, -2.38, 1.93], [-2.92, -3.75, 3.07], [-0.87, -4.13, 0.56], [-1.59, -5.63, 1.57], [0.62, -5.07, 2.79], [-0.69, -4.00, 3.77], [0.16, -1.94, 4.31], [1.30, -1.06, 3.09], [1.99, -2.59, 3.95], [-0.25, 3.16, -0.62], [-0.43, 1.42, 0.14], [-2.70, 1.59, -2.01], [-1.33, 2.70, -2.68], [0.41, 0.73, -2.47], [-1.17, 0.14, -3.51], [-0.37, -0.70, -0.42], [-2.02, -1.12, -1.22], [1.04, -3.00, -0.49], [1.67, -1.32, -1.08], [1.89, -2.82, -2.22], [-3.00, -4.32, -3.09], [-2.49, -2.72, -4.05], [-3.28, -2.60, -2.30], [1.35, -2.47, -5.75], [1.81, -1.18, -5.35], [3.16, -1.21, -4.87], [4.14, -0.70, -5.93], [4.20, -1.58, -7.05], [3.45, -1.10, -8.16], [0.42, -2.34, -6.31], [2.08, -2.98, -6.40], [1.15, -3.09, -4.87], [3.43, -2.22, -4.54], [3.20, -0.55, -4.00], [5.14, -0.66, -5.49], [3.87, 0.32, -6.24], [3.98, -0.26, -8.63], [2.45, -0.79, -7.87], [3.36, -1.91, -8.89], [-2.82, 7.90, -4.63], [-1.90, 8.41, -3.67], [-2.16, 7.90, -2.35], [-1.19, 6.78, -1.98], [-1.40, 5.62, -2.79], [-0.44, 5.50, -3.83], [-2.43, 8.14, -5.63], [-2.94, 6.82, -4.55], [-3.79, 8.39, -4.51], [-3.20, 7.57, -2.26], [-2.02, 8.74, -1.66], [-1.37, 6.48, -0.94], [-0.15, 7.12, -2.06], [0.52, 5.18, -3.41], [-0.31, 6.43, -4.38], [-0.78, 4.73, -4.53], [1.69, -4.81, 8.88], [0.59, -4.02, 9.31], [0.42, -2.84, 8.51], [-0.72, -3.01, 7.50], [-0.39, -3.99, 6.51], [-1.03, -5.24, 6.75], [1.63, -5.78, 9.36], [1.68, -4.96, 7.79], [2.63, -4.33, 9.17], [1.35, -2.57, 8.01], [0.16, -2.03, 9.20], [-0.87, -2.06, 6.98], [-1.66, -3.26, 8.01], [-2.10, -5.16, 6.51], [-0.91, -5.56, 7.79], [-0.58, -5.99, 6.10], [1.77, 9.60, -8.49], [0.58, 9.46, -7.72], [0.84, 9.04, -6.38], [0.75, 10.22, -5.40], [1.80, 11.16, -5.62], [1.36, 12.31, -6.34], [1.53, 10.14, -9.41], [2.53, 10.17, -7.95], [2.16, 8.61, -8.74], [1.81, 8.54, -6.31], [0.07, 8.31, -6.12], [0.87, 9.84, -4.38], [-0.23, 10.71, -5.46], [0.76, 12.94, -5.68], [0.77, 12.04, -7.22], [2.24, 12.87, -6.66], [3.06, -7.10, 5.13], [3.64, -7.20, 6.43], [4.42, -8.40, 6.59], [5.92, -8.10, 6.47], [6.27, -7.70, 5.14], [6.44, -6.29, 5.04], [2.68, -6.09, 5.01], [3.80, -7.30, 4.34], [2.23, -7.81, 5.05], [4.11, -9.16, 5.87], [4.22, -8.78, 7.59], [6.48, -9.02, 6.68], [6.23, -7.35, 7.20], [7.39, -6.00, 5.51], [5.62, -5.74, 5.49], [6.49, -6.03, 3.98]], "lowdin_charge": [-0.08, -0.17, -0.32, -0.27, -0.23, -0.22, -0.23, -0.21, -0.21, -0.21, -0.22, -0.15, -0.22, -0.28, -0.11, -0.26, -0.21, -0.18, -0.20, -0.14, -0.10, -0.29, -0.04, -0.12, -0.01, 0.07, 0.09, 0.10, 0.11, 0.09, 0.11, 0.09, 0.11, 0.08, 0.11, 0.10, 0.10, 0.09, 0.11, 0.13, 0.11, 0.10, 0.12, 0.13, 0.10, 0.09, 0.11, 0.10, 0.10, 0.09, 0.10, 0.10, 0.12, 0.12, 0.12, 0.11, 0.09, 0.11, 0.09, 0.10, 0.09, 0.06, -0.11, -0.20, -0.20, -0.19, -0.20, -0.12, 0.09, 0.08, 0.08, 0.12, 0.12, 0.12, 0.12, 0.08, 0.08, 0.09, -0.11, -0.21, -0.19, -0.19, -0.20, -0.12, 0.08, 0.09, 0.09, 0.13, 0.12, 0.13, 0.12, 0.09, 0.06, 0.09, -0.11, -0.20, -0.19, -0.19, -0.22, -0.11, 0.09, 0.08, 0.09, 0.12, 0.12, 0.12, 0.13, 0.09, 0.08, 0.09, -0.12, -0.20, -0.19, -0.19, -0.20, -0.12, 0.09, 0.08, 0.09, 0.13, 0.11, 0.12, 0.13, 0.09, 0.08, 0.09, -0.11, -0.20, -0.19, -0.20, -0.20, -0.11, 0.09, 0.09, 0.09, 0.12, 0.12, 0.12, 0.12, 0.09, 0.08, 0.09]}